Computed, not measured: C46H36BiN6O7S2 as an isolated structure, with wB97M-V/def2-TZVPD.

Geometry as XYZ:
```
98
Properties=species:S:1:pos:R:3:forces:R:3:lowdin_charge:R:1
Bi -0.082940 -0.129466 0.774757 0.0202 -0.1614 -0.0384 1.764
S 5.008883 -0.174914 0.773096 -0.0104 0.0603 0.0040 0.846
S 2.277785 -0.154360 -0.444621 0.1793 0.1096 -0.0656 0.498
O 0.724659 -1.862084 1.909440 -0.0690 0.0284 -0.0463 -0.261
O 0.546700 -3.521530 3.378605 0.0270 0.0339 -0.0749 0.063
O -4.134667 -5.496990 3.948073 0.0195 -0.0002 -0.1473 -0.047
O 0.804831 -2.972259 -2.954787 -0.0441 0.0186 -0.0361 0.008
O -5.849802 -4.390428 2.969705 0.0247 -0.0509 -0.1344 -0.056
O -0.646060 2.031731 1.716137 -0.1008 -0.1485 -0.0870 -0.276
O -2.666008 3.138756 -3.053611 0.0398 0.0462 0.0267 -0.016
N 1.516050 0.580448 2.363344 0.1529 0.0279 -0.0291 -0.128
N 2.868000 0.358471 2.168273 0.0230 -0.0630 0.1005 -0.053
N -0.061729 -2.287395 -0.993707 -0.1515 -0.1905 0.0058 0.082
N -1.035485 0.020640 -2.334451 0.0281 0.0106 0.0906 0.168
N -1.891674 -1.736644 1.580665 -0.1100 0.1688 0.0795 -0.037
N -2.812022 1.945921 -1.142573 -0.0370 -0.1068 0.0698 0.200
C 0.156835 -2.052855 -2.215865 0.1535 0.0774 -0.0132 -0.376
C -6.106339 3.539070 -0.588927 0.0062 0.0127 -0.0137 -0.049
C 1.167749 0.765195 3.604182 0.0071 0.0268 -0.0679 -0.256
C 3.241561 0.065067 0.985717 -0.0042 -0.0645 -0.1207 -1.079
C -1.771273 1.796120 5.677355 -0.0148 0.0110 -0.0334 -0.108
C 2.182616 0.552434 4.690307 -0.0037 0.0270 0.0310 -0.012
C -7.291140 2.478973 1.215865 -0.0191 0.0156 -0.0351 -0.093
C -3.186097 -1.691186 1.271331 -0.0229 0.0491 0.0120 -0.128
C -1.176872 -6.629293 0.933347 0.0101 -0.0046 0.0385 -0.067
C 0.485562 -0.492934 -4.114490 -0.0437 0.0577 -0.0622 0.017
C -2.312244 -3.579501 3.027360 0.0072 -0.1163 -0.0925 0.067
C -4.940066 2.081607 0.909555 0.0379 -0.0564 0.0183 -0.033
C -2.316192 2.057643 -2.296162 0.0683 0.0915 -0.0201 -0.310
C 5.050817 -3.307836 -0.046940 0.0635 -0.0293 0.0116 -0.063
C -1.967262 2.812128 3.497494 -0.0207 -0.0855 -0.1366 -0.032
C -6.112441 1.862246 1.613518 0.0199 -0.0419 0.0046 -0.067
C -0.906099 2.014828 2.976960 -0.0259 0.0212 0.2015 -0.410
C -1.323345 1.165084 -2.945686 -0.0448 -0.0009 -0.0128 -0.174
C -7.283202 3.323615 0.117594 -0.0033 -0.0152 0.0302 -0.091
C -0.164580 1.240796 3.931652 -0.0225 0.0664 -0.0171 -0.126
C 3.867728 -3.743004 1.990797 -0.0928 0.0496 -0.0117 -0.032
C 3.815935 -5.356582 0.210774 -0.0430 -0.0257 -0.0119 -0.110
C -2.838156 -5.474462 -0.349276 -0.0496 0.0371 0.0624 -0.072
C -3.718861 3.786658 -2.316074 0.0113 -0.0075 -0.0174 -0.095
C -0.657631 1.122028 5.249381 0.0255 -0.0143 -0.0270 -0.057
C -2.397793 2.686617 4.789457 -0.0301 -0.0195 0.0642 -0.095
C -3.664787 -3.545654 2.704740 0.0503 -0.1422 -0.1039 -0.090
C 4.621665 -4.522149 -0.556370 0.0213 -0.0098 -0.0099 -0.105
C -2.483775 -6.527186 0.482784 -0.0217 0.1019 0.0365 -0.076
C -1.460751 -2.668191 2.432447 0.0762 -0.0183 -0.0505 -0.201
C 0.038568 -2.712629 2.623179 0.0037 -0.0540 0.1012 -0.577
C -4.098708 -2.578289 1.807522 -0.0465 0.0080 -0.0072 0.001
C 1.113102 -4.058119 -2.047730 0.0415 -0.0202 -0.0247 -0.043
C 4.693688 -2.916315 1.240703 -0.0391 -0.0133 0.0265 -0.287
C 0.476262 -3.634707 -0.704814 -0.0986 0.0655 0.0062 -0.221
C -0.586298 -4.619545 -0.263555 -0.0309 0.1098 0.0394 -0.191
C 3.431413 -4.958260 1.481771 -0.0023 0.0196 -0.0460 -0.089
C 0.193246 0.710433 -4.730829 -0.0229 -0.0207 0.0559 -0.030
C 5.200163 -1.631759 1.841076 -0.0721 0.0601 0.0300 -0.428
C -1.896501 -4.524669 -0.720240 0.0163 0.0077 -0.0052 -0.035
C -4.656963 -4.599729 3.261963 -0.0600 0.0957 0.3523 -0.699
C -0.158396 -0.788382 -2.918663 0.0172 -0.0249 -0.0536 -0.207
C -3.616772 3.164236 -0.917303 0.0417 -0.0283 -0.0357 -0.236
C -0.734168 1.554885 -4.144340 0.0048 -0.0408 -0.0389 0.014
C -4.926388 2.909749 -0.208725 -0.0033 0.0343 0.0368 -0.177
C -0.234489 -5.682607 0.560549 -0.0257 0.0729 0.0241 -0.029
H 6.267396 -1.700184 2.062992 0.0063 0.0376 -0.0669 0.079
H -2.459803 3.483647 2.804769 -0.0229 -0.0224 -0.0229 0.102
H -3.008792 3.802964 -0.267819 0.0332 0.0131 0.0263 0.157
H -3.244974 3.272775 5.127435 -0.0004 0.0006 -0.0040 0.099
H -4.663831 3.554324 -2.811170 0.0088 -0.0205 0.0112 0.119
H 0.774324 -5.742119 0.945170 0.0606 0.0056 0.0278 0.093
H 2.772897 -5.571924 2.080691 -0.0096 -0.0396 0.0350 0.102
H -8.208701 2.299583 1.760781 -0.0056 0.0097 0.0049 0.100
H 2.440363 -0.508239 4.730060 0.0058 0.0018 0.0025 0.096
H -8.193808 3.819148 -0.194686 -0.0032 -0.0030 -0.0040 0.098
H -6.125567 4.213407 -1.436494 0.0073 -0.0097 -0.0029 0.100
H -0.899922 -7.427438 1.609887 0.0069 0.0032 0.0024 0.105
H -3.865514 -5.370122 -0.674790 0.0046 0.0084 -0.0029 0.107
H 4.679383 -1.411948 2.771106 0.0405 -0.0275 0.0437 0.066
H 1.196734 -1.192715 -4.526449 0.0038 0.0039 -0.0023 0.121
H -1.935018 -4.340354 3.694806 -0.0035 -0.0075 0.0152 0.128
H 5.659888 -2.648236 -0.653631 -0.0078 -0.0017 0.0036 0.100
H 3.522469 -3.424295 2.965738 -0.0083 0.0093 0.0376 0.114
H 1.231572 -3.523185 0.074439 0.0146 -0.0515 0.0235 0.129
H 3.475596 -6.303859 -0.190501 -0.0051 -0.0033 0.0023 0.101
H -3.477773 -0.931035 0.554036 -0.0298 0.0721 -0.0046 0.101
H -5.147133 -2.556451 1.541747 -0.0036 0.0079 0.0064 0.112
H -6.105760 1.203499 2.472246 0.0120 -0.0074 0.0025 0.109
H 0.661722 -4.963275 -2.450381 0.0329 -0.0084 0.0070 0.131
H 1.814673 0.879207 5.656135 0.0003 0.0023 0.0047 0.065
H 3.095851 1.091358 4.446936 -0.0057 -0.0086 0.0020 0.082
H -2.191307 -3.687713 -1.342551 0.0029 0.0170 0.0108 0.112
H -4.020253 1.608929 1.225869 0.0614 -0.0501 0.0028 0.101
H -2.147782 1.660343 6.681586 0.0068 -0.0005 0.0049 0.093
H -0.150376 0.458383 5.937555 0.0048 0.0095 0.0102 0.106
H -1.005032 2.498418 -4.592360 -0.0005 0.0067 -0.0032 0.116
H 0.680148 0.987633 -5.656147 0.0009 0.0018 -0.0048 0.111
H -3.543136 4.859644 -2.339821 -0.0156 -0.0015 -0.0058 0.130
H 4.914135 -4.818877 -1.556984 -0.0038 -0.0015 0.0072 0.099
H -3.233636 -7.228642 0.821762 -0.0050 -0.0203 -0.0187 0.108
H 2.195227 -4.160815 -1.998294 0.0049 0.0275 0.0166 0.111
```
Forces are in eV/Å.

Values from the calculation:
* frontier orbital gap: 6.844 eV
* multiplicity: 1
* ΔE to the lowest compared entry with this formula, charge and spin: 2.2 kcal/mol
* lowest unoccupied orbital energy: 1.541 eV
* total charge: -1